{"formula": "C2H3N3O", "method": "wB97M-V/def2-TZVPD", "e_above_lowest_kcal_mol": 38.99, "total_energy_ev": -8638.8038, "gap_ev": 9.393, "fmax_ev_per_a": 1.4, "homo_energy_ev": -8.82, "elements": ["N", "C", "C", "N", "N", "O", "H", "H", "H"], "positions_angstrom": [[-1.547894, -0.066077, 0.016789], [-0.334077, -0.681097, 0.020216], [0.803251, 0.220947, -0.402838], [1.699935, 0.689123, 0.403447], [2.490192, 1.168592, 1.067151], [-0.195987, -1.872689, 0.208423], [-2.372739, -0.636565, 0.129487], [-1.633237, 0.936679, 0.030519], [1.096988, 0.171691, -1.442599]], "forces_ev_per_a": [[-0.1, -0.1, 0.1], [0.0, -0.2, 0.0], [0.1, -0.1, -0.2], [0.8, 0.5, 0.8], [-1.0, -0.7, -0.7], [0.0, 0.4, 0.0], [0.1, 0.1, 0.2], [0.1, -0.2, -0.1], [0.0, 0.2, 0.0]], "nbo_charge": [-0.81, 0.65, -0.39, 0.08, 0.00, -0.57, 0.40, 0.40, 0.24]}